Record 1
Formula: C31H45ClIrN8O
Source: OMol25
Level of theory: ωB97M-V/def2-TZVPD

XYZ file:
```
87
Properties=species:S:1:pos:R:3:forces:R:3
Ir -0.54593 -0.51790 0.38770 0.060 0.011 -0.036
C -4.06672 0.27764 -2.04870 -0.002 -0.013 -0.006
C -2.84299 -0.20566 -1.35565 -0.008 -0.012 0.009
N -2.45530 0.13889 -0.16912 -0.012 0.012 -0.019
C -2.81601 1.43915 0.40196 -0.014 -0.012 0.000
C -1.62093 2.29292 -0.02010 0.005 -0.035 -0.008
N -0.32293 1.63694 0.38560 -0.007 0.101 0.032
C 0.12376 2.11722 1.74519 -0.001 -0.012 -0.011
C -0.23934 1.13076 2.83820 0.002 0.043 -0.001
N 0.11731 -0.23704 2.37920 0.011 0.005 -0.009
C 1.62017 -0.41788 2.38462 0.005 -0.004 -0.001
C 2.09199 -1.43557 1.35843 0.012 -0.045 -0.014
N 1.30940 -1.24778 0.13461 0.048 0.011 0.014
C 1.57219 -1.71362 -1.04164 -0.015 -0.011 0.006
C 2.84550 -2.38700 -1.40719 0.002 0.020 0.014
C 0.42791 -1.64432 -2.00866 0.017 -0.020 -0.001
C 0.35350 -2.22587 -3.26534 -0.006 0.005 -0.012
C -0.86455 -2.20338 -3.94067 0.006 0.000 0.006
C -1.99030 -1.61911 -3.36822 -0.001 0.003 -0.002
C -1.85928 -1.03558 -2.11740 0.020 0.007 0.004
N -0.66813 -1.04720 -1.51118 -0.006 0.013 0.038
H -4.78702 0.72616 -1.37151 0.002 0.004 0.002
H -4.55241 -0.56453 -2.54554 0.001 0.003 0.000
H -3.80705 0.99789 -2.83026 0.000 0.005 0.005
H -2.91773 1.35282 1.48166 -0.002 -0.009 -0.002
H -3.73538 1.85918 -0.00021 0.004 0.007 -0.011
H -1.67007 3.30225 0.38621 -0.014 -0.011 0.021
H -1.61848 2.36793 -1.10813 -0.004 0.025 0.002
H 0.37640 1.97339 -0.27096 -0.014 -0.028 -0.027
H -0.32868 3.08446 1.96006 0.022 0.011 -0.006
H 1.19762 2.28396 1.69903 0.007 -0.027 -0.005
H -1.30664 1.13976 3.05411 -0.001 -0.006 -0.005
H 0.28880 1.38903 3.75874 -0.006 -0.009 0.001
H -0.29108 -0.91271 3.02161 -0.004 0.015 0.006
H 1.95876 -0.70181 3.38080 -0.008 -0.009 0.008
H 2.06152 0.54736 2.15210 0.016 0.002 0.029
H 1.91458 -2.45649 1.70854 0.023 -0.022 0.020
H 3.16606 -1.34128 1.19839 0.008 0.020 -0.004
H 3.68146 -1.97986 -0.84102 0.000 -0.018 0.005
H 3.06102 -2.27993 -2.46809 -0.002 0.002 -0.004
H 2.77865 -3.45434 -1.17150 -0.003 -0.006 -0.011
H 1.21499 -2.70248 -3.71188 0.000 -0.003 0.004
H -0.93814 -2.65746 -4.92002 -0.002 0.001 0.000
H -2.93702 -1.62080 -3.89066 0.000 0.000 0.000
C -1.45617 -7.72771 -2.45376 -0.001 -0.016 -0.005
C -1.71738 -6.59845 -1.44411 -0.008 0.010 0.037
C -3.20319 -6.66222 -1.07036 0.018 -0.003 0.005
C -1.43373 -5.27188 -2.16758 0.029 -0.031 0.028
C -0.82128 -6.81295 -0.17222 0.010 -0.003 -0.037
O -1.00891 -8.12781 0.32804 -0.023 -0.035 0.001
C 0.67992 -6.58882 -0.44836 -0.014 -0.022 -0.031
C 1.61828 -7.05482 0.68964 -0.014 0.032 -0.014
C 2.28928 -5.94098 1.45551 0.032 -0.011 0.007
C 3.38461 -5.27725 0.89658 -0.005 -0.008 0.003
C 4.06944 -4.29298 1.59336 -0.010 0.012 -0.008
C 3.64158 -3.94533 2.86697 0.007 0.054 -0.011
Cl 4.45407 -2.66871 3.72006 -0.036 0.009 -0.023
C 2.56823 -4.59229 3.45643 -0.014 -0.002 -0.008
C 1.90714 -5.59096 2.74854 -0.009 -0.002 0.008
C -1.28325 -6.04786 1.08811 -0.001 0.008 0.007
N -1.42839 -4.58829 0.98614 -0.016 -0.001 0.058
C -0.52472 -3.64179 0.79256 0.028 -0.019 -0.128
N -1.14776 -2.45461 0.75397 -0.112 -0.065 0.034
C -2.46529 -2.77098 0.96380 0.010 -0.015 0.089
N -2.65459 -4.04708 1.11768 -0.022 -0.002 -0.158
H -2.02874 -7.53390 -3.36134 0.001 -0.003 0.006
H -1.80116 -8.69256 -2.08063 0.002 -0.002 -0.005
H -0.41050 -7.81672 -2.74983 0.011 0.002 -0.003
H -3.80516 -6.71176 -1.97870 0.001 0.005 0.006
H -3.53721 -5.79234 -0.50454 0.002 0.025 0.023
H -3.41861 -7.55725 -0.48690 -0.001 0.000 0.002
H -2.09623 -5.20361 -3.03320 0.006 0.002 0.002
H -0.40722 -5.22101 -2.53937 0.008 0.002 0.006
H -1.63126 -4.39142 -1.54856 -0.008 0.036 0.061
H -0.75992 -8.77878 -0.33862 0.007 0.000 0.009
H 0.87325 -5.53853 -0.69260 -0.015 0.016 -0.005
H 0.92577 -7.14167 -1.35493 0.007 0.017 -0.022
H 2.40257 -7.67679 0.25715 -0.009 -0.015 0.012
H 1.06934 -7.70578 1.37002 0.005 0.012 0.013
H 3.75251 -5.58818 -0.07596 -0.001 0.004 -0.004
H 4.95241 -3.82571 1.17546 -0.003 0.002 -0.005
H 2.28246 -4.35375 4.47256 0.001 0.003 -0.001
H 1.11788 -6.14190 3.24740 -0.004 0.000 -0.004
H -0.58878 -6.25549 1.89770 0.004 -0.020 0.001
H -2.26342 -6.40895 1.38342 -0.004 0.008 0.003
H 0.53073 -3.83904 0.69063 0.004 0.001 0.009
H -3.25858 -2.04671 1.02544 -0.002 0.002 0.008
```
Positions in Å, forces in eV/Å.

Output
HOMO energy	-0.5850	Eh
LUMO energy	-9.9	eV
energy above the lowest of the compared OMol25 structures with the same formula, charge and spin	0.0	kcal/mol
F_max	0.003	hartree/bohr
total charge	+3
spin multiplicity	1

Record 2
Formula: C5H20N2O5
Source: OMol25
Level of theory: ωB97M-V/def2-TZVPD

XYZ file:
```
32
Properties=species:S:1:pos:R:3:forces:R:3
O -0.54707 -1.18527 2.87431 -0.027 0.100 0.686
C 0.09033 -0.21210 2.58554 -0.254 -0.429 -0.906
C 0.27055 0.00261 1.06360 -0.256 0.902 -0.814
C 1.17750 -1.11841 0.52932 -0.182 1.262 -0.576
C 1.86938 -0.93554 -0.82528 -0.384 0.068 1.635
C 1.40833 -0.14960 -1.77096 0.368 -0.216 0.285
N 1.95150 -0.13617 -3.12959 0.284 -0.676 -0.534
N -1.13870 0.04811 0.50576 0.645 -2.498 0.611
H 0.53312 0.47484 3.31367 0.183 -0.023 0.027
H 0.65492 0.98100 0.76856 0.419 -0.004 0.515
H 0.60842 -2.03737 0.41292 0.132 -0.373 0.661
H 1.95099 -1.14934 1.29642 0.104 -0.773 -0.114
H 2.76972 -1.53465 -0.77882 0.099 -0.129 -1.077
H 0.61070 0.55508 -1.62867 -0.217 -0.107 -0.263
H 1.97323 0.81219 -3.52113 -0.160 0.202 0.191
H 1.37632 -0.75035 -3.71626 -0.129 0.333 -0.156
H 2.89027 -0.54102 -3.22077 0.041 0.176 0.379
H -1.59375 -0.88758 0.69553 -0.044 0.292 0.191
H -1.61719 0.72826 1.08808 -0.451 0.629 -0.404
H -1.21125 0.09331 -0.51747 -0.117 1.154 0.091
H 1.25127 3.23236 -2.32268 -0.229 -0.342 0.114
H 2.66918 3.01765 -2.63526 0.144 -0.372 0.205
O 1.89806 2.50915 -2.32966 0.214 0.981 -0.527
H -2.94698 -3.05113 0.82458 0.031 0.065 0.098
H -2.01387 -2.47387 1.94934 -0.140 -0.216 -0.165
O -2.25703 -2.40407 1.01288 0.145 0.021 0.120
H -2.42408 -0.00463 -2.47830 0.031 0.026 -0.118
H -2.22994 1.50336 -2.43095 0.051 0.033 0.038
O -1.79253 0.67321 -2.20150 -0.151 -0.162 -0.095
H -2.49509 2.36441 2.46414 0.024 0.094 0.160
H -1.39589 2.23437 3.52035 -0.045 -0.035 -0.056
O -1.63788 1.95180 2.62888 -0.129 0.018 -0.200
```
Positions in Å, forces in eV/Å.

Output
HOMO energy	-0.6154	Eh
LUMO energy	-5.9	eV
energy above the lowest of the compared OMol25 structures with the same formula, charge and spin	11.1	kcal/mol
F_max	0.052	hartree/bohr
total charge	+2
spin multiplicity	1

Record 3
Formula: C52H53BrCl2N3O8P2Rb
Source: OMol25
Level of theory: ωB97M-V/def2-TZVPD

XYZ file:
```
122
Properties=species:S:1:pos:R:3:forces:R:3
Rb 0.00955 0.37523 0.94840 0.136 1.496 0.419
C -2.38509 0.50991 4.08178 -0.208 0.116 0.208
P -2.78002 -0.60351 2.66001 0.091 -0.083 0.004
C -3.00187 -2.22113 3.50163 -0.080 0.120 -0.178
C -2.18195 -2.60835 4.55664 0.111 0.043 0.099
C -2.24879 -3.89050 5.08307 -0.007 -0.037 0.006
C -3.13619 -4.81870 4.56138 0.005 0.016 0.009
C -3.95562 -4.44762 3.50248 -0.018 -0.105 0.003
C -3.88300 -3.16882 2.98099 -0.102 0.019 -0.077
C -4.51371 -0.10085 2.35051 -0.010 0.031 0.121
C -5.55524 -0.26009 3.26240 0.040 -0.077 0.043
C -6.81868 0.23103 2.98836 -0.043 0.033 -0.045
C -7.05392 0.90504 1.79444 -0.085 -0.009 0.038
C -6.02470 1.07722 0.88582 0.046 0.040 -0.073
C -4.76009 0.57100 1.15961 -0.016 0.064 0.004
C -2.41263 1.93800 3.61650 0.210 -0.500 -0.043
C -3.21263 2.97068 4.07037 0.172 0.382 -0.227
C -2.85436 4.10088 3.27366 -0.171 -0.405 0.251
C -1.88131 3.63596 2.40692 0.235 0.067 -0.417
C -1.27541 4.34293 1.23994 -0.009 0.515 0.238
P -2.12546 3.87268 -0.34596 -0.002 -0.323 -0.225
C -0.73291 3.33645 -1.41396 0.182 0.020 0.042
C -0.96924 2.33682 -2.35356 -0.016 -0.039 0.107
C 0.04864 1.87824 -3.17724 0.034 -0.020 -0.010
C 1.32534 2.40651 -3.07276 0.046 -0.070 -0.036
C 1.58058 3.39941 -2.13725 -0.008 -0.027 -0.048
C 0.56095 3.85781 -1.32018 -0.066 0.044 0.031
C -2.44896 5.53619 -1.05932 -0.039 0.069 0.098
C -1.67422 6.18683 -2.01414 0.062 -0.098 -0.118
C -2.01493 7.45290 -2.46742 -0.070 0.064 0.028
C -3.13432 8.09777 -1.96210 -0.019 0.066 -0.016
C -3.91834 7.46090 -1.00895 0.003 -0.018 0.004
C -3.58353 6.18860 -0.57374 -0.016 0.092 0.009
N -1.59796 2.32125 2.58903 -0.334 0.159 0.369
H -1.39756 0.23125 4.45618 0.097 -0.021 -0.069
H -3.10504 0.35248 4.89361 0.030 0.031 -0.041
H -1.45916 -1.91084 4.95733 0.012 0.028 0.011
H -1.59484 -4.16322 5.90128 0.040 -0.035 0.049
H -3.18128 -5.81917 4.97095 -0.017 -0.057 -0.001
H -4.64654 -5.16069 3.06778 0.006 -0.022 0.027
H -4.51995 -2.90265 2.14494 0.015 0.026 -0.006
H -5.36671 -0.77278 4.19884 -0.003 -0.021 0.024
H -7.61671 0.10404 3.70965 -0.037 -0.004 0.010
H -8.03959 1.30103 1.58042 -0.017 0.011 0.003
H -6.19188 1.61970 -0.03632 -0.025 0.000 -0.015
H -3.94854 0.71766 0.45746 0.048 -0.008 -0.034
H -3.94422 2.92556 4.86189 -0.052 -0.029 0.084
H -3.26129 5.09832 3.32109 -0.038 0.129 -0.011
H -0.21359 4.11527 1.15310 0.065 -0.112 0.022
H -1.35547 5.43036 1.35725 -0.027 -0.113 0.001
H -1.94778 1.87750 -2.39973 -0.082 -0.021 -0.023
H -0.14558 1.07156 -3.86929 -0.002 -0.079 -0.068
H 2.13529 2.00373 -3.67051 -0.049 0.021 -0.043
H 2.58574 3.78517 -2.02153 0.008 0.029 0.005
H 0.77250 4.63107 -0.59176 0.039 0.004 0.001
H -0.79973 5.69098 -2.41818 -0.023 0.043 0.005
H -1.40090 7.93819 -3.21556 0.024 0.019 -0.027
H -3.39857 9.08894 -2.31128 0.002 0.003 -0.005
H -4.79741 7.94931 -0.60740 -0.023 0.034 -0.009
H -4.20688 5.68677 0.15789 -0.008 -0.016 0.030
C 5.26007 1.80012 -5.23789 -0.051 0.041 -0.007
C 5.49437 0.37290 -4.72742 0.032 -0.053 -0.014
C 6.86724 0.30986 -4.04971 0.102 -0.032 -0.041
C 5.52512 -0.56852 -5.93344 -0.021 0.057 0.006
C 4.39349 0.00238 -3.74223 -0.013 0.087 0.075
C 4.34214 0.60024 -2.48355 0.112 0.026 -0.035
C 3.30110 0.33332 -1.63324 0.024 -0.073 -0.122
Br 3.31873 1.17474 0.07198 0.016 0.068 0.120
C 2.17936 -0.50326 -1.94013 -0.020 -0.060 0.136
O 1.20935 -0.59305 -1.12497 0.009 -0.285 -0.438
C 2.30010 -1.18704 -3.19424 0.056 0.061 -0.136
C 3.37021 -0.88867 -4.03380 -0.020 -0.044 0.027
C 1.36046 -2.29860 -3.69706 0.023 0.078 0.009
C 0.90719 -2.00062 -5.13417 -0.105 -0.009 -0.062
C 0.09143 -2.52976 -2.87911 -0.050 0.004 0.037
C 2.14698 -3.61566 -3.69817 0.057 -0.083 0.005
H 6.03550 2.09858 -5.94748 0.072 0.019 -0.056
H 5.25876 2.51270 -4.41311 0.016 0.025 0.064
H 4.29099 1.87478 -5.73395 -0.027 -0.023 -0.022
H 7.65664 0.55921 -4.76368 0.031 0.016 -0.048
H 7.06187 -0.68986 -3.66128 -0.017 -0.067 0.013
H 6.94864 1.00722 -3.21884 -0.039 0.059 0.062
H 6.36783 -0.31029 -6.57753 0.043 0.008 -0.042
H 4.61532 -0.48709 -6.52815 -0.053 0.012 -0.027
H 5.63333 -1.60865 -5.62633 0.035 -0.055 0.039
H 5.11345 1.28797 -2.15949 0.006 0.021 0.013
H 3.40612 -1.41422 -4.97731 0.047 0.008 -0.046
H 0.41152 -1.03107 -5.18896 -0.034 0.068 0.025
H 0.19183 -2.75999 -5.45822 -0.028 -0.050 -0.016
H 1.72610 -1.99611 -5.85191 0.064 -0.007 -0.031
H -0.57123 -1.66931 -2.88653 -0.022 0.122 -0.025
H 0.29686 -2.76299 -1.83855 0.042 -0.025 0.066
H -0.45197 -3.36545 -3.33362 -0.006 -0.024 0.054
H 3.05131 -3.54697 -4.30482 0.025 0.014 -0.028
H 1.53084 -4.42736 -4.09146 -0.053 -0.058 -0.028
H 2.44490 -3.87809 -2.68309 0.014 -0.004 0.067
O -1.71001 -0.67023 -0.74319 -0.306 -0.187 -0.470
H -1.66849 -1.42715 -0.13042 0.010 -0.035 -0.028
H -0.78441 -0.57713 -1.02971 -0.183 -0.412 -0.575
Cl 1.34565 1.60578 3.49888 -0.028 0.382 0.294
C 2.93818 1.07478 3.99177 0.172 -0.256 0.042
Cl 4.17394 2.36178 3.89074 -0.052 0.014 0.001
H 3.26628 0.27202 3.33623 -0.059 0.055 0.049
H 2.89738 0.75114 5.02860 0.015 0.014 -0.127
O -0.69962 -2.73889 1.06193 -0.043 0.150 -0.141
C 0.01832 -2.51027 2.05036 -0.036 -0.598 0.044
O 0.19217 -1.45465 2.68681 0.238 -0.435 0.683
C 0.78828 -3.72743 2.58483 0.057 -0.143 0.161
C 1.76034 -3.55801 3.56616 -0.290 -0.046 -0.288
C 2.41381 -4.67133 4.05365 0.586 -0.031 0.558
C 2.15349 -5.96500 3.64581 -0.240 0.338 -0.177
C 1.17389 -6.07683 2.67647 -0.118 -0.788 -0.115
C 0.49165 -5.00900 2.12921 0.129 0.367 0.153
N 0.84081 -7.45743 2.20871 0.214 0.463 -0.051
O 1.41637 -8.38542 2.74928 -0.140 -0.036 -0.054
O 0.04028 -7.56919 1.30430 0.047 -0.094 0.168
N 3.45921 -4.48345 5.10525 -0.389 -0.039 -0.271
O 3.69865 -3.34950 5.46687 0.071 -0.178 0.010
O 3.99770 -5.48407 5.54436 0.053 0.163 0.024
H 1.96285 -2.56105 3.92690 0.040 0.001 0.036
H 2.66776 -6.81982 4.05260 -0.018 0.040 -0.017
H -0.26471 -5.13124 1.36958 -0.031 -0.032 -0.037
```
Positions in Å, forces in eV/Å.

Output
HOMO energy	-0.0692	Eh
LUMO energy	3.0	eV
energy above the lowest of the compared OMol25 structures with the same formula, charge and spin	15.5	kcal/mol
F_max	0.030	hartree/bohr
total charge	-2
spin multiplicity	1